Entry 1:
{"formula": "C17H19FFeO8", "method": "the ωB97M-V functional and the def2-TZVPD basis", "elements": ["C", "C", "O", "C", "C", "F", "C", "O", "O", "C", "C", "O", "H", "H", "H", "H", "H", "H", "H", "H", "H", "H", "C", "O", "C", "C", "C", "C", "C", "C", "Fe", "C", "O", "C", "O", "C", "O", "H", "H", "H", "H", "H", "H", "H", "H", "H"], "positions_angstrom": [[-4.4701, 3.1152, -2.4316], [-3.6113, 1.8771, -2.3496], [-2.3005, 2.2844, -1.8928], [-1.3996, 1.2743, -1.8810], [-0.1168, 1.7174, -1.2452], [-0.1071, 3.0790, -1.0426], [1.0874, 1.3068, -2.0313], [1.1437, 0.3721, -2.8047], [2.1178, 2.1338, -1.7682], [3.3552, 1.8390, -2.4580], [4.2033, 3.0929, -2.4599], [-1.6704, 0.1517, -2.2553], [-5.4887, 2.7940, -2.6559], [-4.4819, 3.6771, -1.4914], [-4.1401, 3.7791, -3.2385], [-4.0262, 1.1627, -1.6209], [-3.5133, 1.3942, -3.3324], [3.8576, 1.0269, -1.9165], [3.1257, 1.5240, -3.4809], [5.2111, 2.8278, -2.7913], [3.8059, 3.8352, -3.1647], [4.2670, 3.5463, -1.4639], [-2.4317, -2.6023, 3.4382], [-1.0814, -2.1474, 3.6953], [-0.2953, -1.6780, 2.6464], [-0.4851, -2.0618, 1.2790], [-0.4475, -0.9345, 0.2507], [-0.0370, 0.4251, 0.7370], [0.6599, 0.4527, 1.9211], [0.6014, -0.5656, 2.8927], [1.2248, -3.2381, 2.3003], [1.8142, -4.1669, 0.9515], [2.2634, -4.8650, 0.1422], [1.2405, -4.5078, 3.4361], [1.5359, -5.4066, 4.1199], [2.8884, -2.7954, 2.6120], [3.9992, -2.6270, 2.9004], [-2.7335, -3.0747, 4.3785], [-3.0825, -1.7356, 3.2451], [-2.4985, -3.3267, 2.6085], [-1.1038, -2.9255, 0.9949], [0.2566, -1.2702, -0.5418], [-1.4274, -0.9090, -0.2620], [-0.1299, 1.3364, 0.0488], [1.2817, 1.3285, 2.1460], [1.1391, -0.5156, 3.8359]], "orbital_gap_ev": [7.68, 7.11], "s2": 6.071, "molar_mass_g_mol": 426.2, "multiplicity": 5}

***

Entry 2:
{"formula": "C17H19N3O3S", "method": "the ωB97M-V functional and the def2-TZVPD basis", "elements": ["C", "O", "C", "C", "C", "C", "C", "C", "C", "C", "C", "S", "C", "C", "O", "N", "C", "C", "O", "C", "C", "N", "N", "C", "H", "H", "H", "H", "H", "H", "H", "H", "H", "H", "H", "H", "H", "H", "H", "H", "H", "H", "H"], "positions_angstrom": [[-6.3545, -0.6035, 1.3624], [-5.0576, -0.0609, 1.4212], [-4.3416, 0.0440, 0.2683], [-4.7926, -0.3413, -0.9897], [-3.9623, -0.1941, -2.0907], [-2.6964, 0.3358, -1.9603], [-2.2403, 0.7387, -0.7034], [-0.8972, 1.3109, -0.5769], [-0.5446, 2.2010, 0.4530], [0.7527, 2.6529, 0.4923], [1.6057, 2.1872, -0.5115], [3.3348, 2.6128, -0.5114], [3.7685, 1.7440, 1.0492], [2.8520, 0.5513, 1.2629], [2.0772, 0.5458, 2.2049], [2.9036, -0.4496, 0.3671], [3.7574, -0.5620, -0.7954], [4.4451, -1.9335, -0.7712], [3.5142, -2.9854, -0.7031], [2.7041, -2.8703, 0.4442], [1.9501, -1.5405, 0.4543], [1.2042, 1.3893, -1.4784], [-0.0164, 0.9585, -1.5091], [-3.0636, 0.5845, 0.4030], [-6.3432, -1.6339, 0.9931], [-6.7240, -0.5931, 2.3865], [-7.0159, 0.0018, 0.7340], [-5.7779, -0.7586, -1.1240], [-4.3194, -0.5012, -3.0625], [-2.0464, 0.4510, -2.8121], [-1.2719, 2.5307, 1.1779], [1.1049, 3.3317, 1.2529], [4.8179, 1.4668, 0.9675], [3.6369, 2.4281, 1.8876], [4.5107, 0.2213, -0.8149], [3.1338, -0.4746, -1.6933], [5.0144, -2.0867, -1.6891], [5.1275, -1.9820, 0.0932], [2.0051, -3.7069, 0.4118], [3.3240, -2.9471, 1.3511], [1.3766, -1.4221, 1.3743], [1.2782, -1.4900, -0.4108], [-2.7338, 0.8490, 1.3951]], "orbital_gap_ev": 8.79, "relative_energy_kcal_mol": 60.9, "molar_mass_g_mol": 345.4}

***

Sequential E_tot output: -71414.6059, -39384.1468 eV